# 1
Below is a 2-piece molecular cluster, C32H65IN3O3S3 overall, with properties calculated with ωB97M-V/def2-TZVPD.

As for the charge: +1. The highest occupied orbital energy is -9.61 eV.

Each line ends with the Löwdin charge.
Cartesian coordinates (Å):
1 C -3.35611 -3.78194 0.17570  -0.04
2 C -2.29635 -3.00744 -0.63787  -0.21
3 O -2.71906 -1.73765 -1.10323  -0.12
4 C -2.46440 -0.52591 -0.35293  -0.30
5 C -1.03678 -0.33859 0.17454  -0.06
6 C -0.63488 -0.61442 1.65694  -0.12
7 C -1.32986 -1.68136 2.46613  -0.24
8 O -0.87447 -1.51576 3.80805  -0.18
9 C -1.14267 -2.65407 4.60604  -0.10
10 C -3.75497 -0.29730 0.49504  -0.13
11 C -4.13284 0.95480 1.34881  -0.13
12 C -3.25390 1.36620 2.54132  -0.23
13 C -2.25894 2.47408 2.22054  -0.50
14 S -1.82751 3.38801 3.72978  0.88
15 C -1.07706 4.83867 2.94584  -1.08
16 S -2.08014 6.07600 2.58342  0.67
17 N 0.26927 4.86400 2.65626  -0.18
18 C 0.95302 6.09298 3.11884  -0.24
19 C 1.67816 6.84467 1.98513  -0.07
20 C 1.02428 3.64598 3.00122  -0.26
21 C 2.41235 3.65108 2.34346  -0.07
22 N -4.72315 -0.22877 -0.63721  0.16
23 C -4.22878 0.17224 -1.75491  -0.21
24 C -5.21979 0.18688 -2.90264  -0.62
25 I -4.58859 -1.03842 -4.56360  1.01
26 C -5.78697 1.53313 -3.38625  -0.28
27 C -4.81158 2.59345 -3.91570  -0.10
28 C -2.73321 0.48101 -1.58563  -0.52
29 S -2.57868 2.27715 -1.27453  0.96
30 C -1.92489 0.25680 -2.87106  -0.25
31 C -0.55800 0.92494 -3.05065  -0.20
32 C 0.03388 0.35613 -4.35818  -0.16
33 C 0.57198 -1.06531 -4.35661  -0.25
34 O 1.15357 -1.45453 -3.13046  -0.19
35 C 1.70120 -2.75525 -3.29867  -0.10
36 H -3.05043 -3.99403 1.19138  0.06
37 H -4.31606 -3.27427 0.13955  0.07
38 H -3.52867 -4.74542 -0.29733  0.08
39 H -2.14659 -3.60358 -1.53465  0.12
40 H -1.33341 -3.01991 -0.13232  0.11
41 H -0.66219 0.65715 -0.04319  0.10
42 H -0.42195 -0.98955 -0.44770  0.12
43 H 0.41889 -0.89016 1.64716  0.13
44 H -0.65985 0.28557 2.25671  0.09
45 H -2.40943 -1.57847 2.51210  0.10
46 H -1.08070 -2.69852 2.17436  0.12
47 H -2.09502 -3.12369 4.35096  0.09
48 H -0.32303 -3.36812 4.53530  0.09
49 H -1.21642 -2.33989 5.64340  0.09
50 H -4.08402 -1.11350 1.11871  0.14
51 H -5.09654 0.69718 1.79272  0.12
52 H -4.34058 1.83368 0.75504  0.08
53 H -3.93365 1.81752 3.26483  0.11
54 H -2.79967 0.52867 3.05728  0.10
55 H -2.73650 3.18725 1.55626  0.05
56 H -1.35555 2.11162 1.74044  0.04
57 H 1.71153 5.78611 3.83834  0.11
58 H 0.27920 6.75386 3.64681  0.09
59 H 2.72483 6.97172 2.24592  0.07
60 H 1.21447 7.80145 1.77259  0.07
61 H 1.64926 6.24180 1.08386  0.06
62 H 1.15575 3.59696 4.08312  0.12
63 H 0.52304 2.75243 2.65838  0.07
64 H 3.14118 4.21209 2.91766  0.07
65 H 2.32232 4.09895 1.35646  0.07
66 H 2.75075 2.63000 2.19896  0.07
67 H -5.70471 -0.45208 -0.53677  0.19
68 H -6.07091 -0.37084 -2.52624  0.07
69 H -6.44888 1.27256 -4.20784  0.09
70 H -6.44147 1.91254 -2.60180  0.12
71 H -4.73867 3.41788 -3.21687  0.06
72 H -5.22817 3.00787 -4.82951  0.08
73 H -3.83325 2.20871 -4.17308  0.05
74 H -3.84385 2.69408 -1.12146  -0.09
75 H -1.85467 -0.79364 -3.13161  0.09
76 H -2.54187 0.71468 -3.63659  0.04
77 H 0.16783 0.77147 -2.25657  0.11
78 H -0.65880 1.98462 -3.25859  0.09
79 H -0.69872 0.52246 -5.14509  0.12
80 H 0.89181 0.98957 -4.58376  0.12
81 H -0.19702 -1.76487 -4.71003  0.12
82 H 1.36192 -1.09558 -5.11432  0.12
83 H 2.33962 -2.75942 -4.18465  0.09
84 H 0.91474 -3.49889 -3.44719  0.09
85 H 2.32129 -3.03019 -2.45149  0.08
86 C 4.72275 -1.03821 -0.87704  -0.09
87 C 5.86463 -2.04569 -0.83141  -0.28
88 N 6.43622 -2.23384 0.48447  -0.20
89 C 7.67788 -2.99250 0.47062  -0.24
90 C 7.63670 -4.45552 0.00992  -0.09
91 C 5.48228 -2.59946 1.51299  -0.25
92 C 4.67709 -3.88678 1.28706  -0.08
93 H 5.05239 -0.06256 -0.51764  0.08
94 H 4.39190 -0.92435 -1.91094  0.07
95 H 3.85486 -1.35167 -0.29435  0.06
96 H 6.65250 -1.67197 -1.49018  0.12
97 H 5.51588 -2.99445 -1.27206  0.10
98 H 8.11809 -2.94943 1.46984  0.11
99 H 8.37825 -2.45433 -0.17477  0.11
100 H 7.22772 -5.11420 0.77392  0.06
101 H 8.65161 -4.80086 -0.19383  0.07
102 H 7.06019 -4.58588 -0.90629  0.07
103 H 4.77953 -1.77173 1.64016  0.10
104 H 6.00413 -2.66034 2.47086  0.12
105 H 4.33392 -3.98404 0.25608  0.06
106 H 3.79380 -3.88185 1.92280  0.07
107 H 5.24637 -4.77764 1.54323  0.06

# 2
Below is C25H19BrCoF3N5O as an isolated structure, with properties calculated with ωB97M-V/def2-TZVPD.

As for the charge: +1. The highest occupied orbital energy is -11.56 eV.

Each line ends with the Löwdin charge.
Cartesian coordinates (Å):
1 Co 0.07949 0.05989 0.75658  0.56
2 O -0.96989 -3.27597 2.61675  0.09
3 C -0.89192 -2.20614 2.04140  -0.48
4 N 0.19247 -1.44367 1.85987  -0.04
5 C 1.47422 -1.80929 2.40719  -0.10
6 C 2.52239 -1.08112 1.62296  -0.21
7 C 3.88321 -1.28577 1.80200  0.01
8 C 4.77518 -0.64465 0.96780  -0.02
9 C 4.28896 0.17475 -0.04641  -0.03
10 C 2.92979 0.35403 -0.14825  -0.09
11 N 2.06172 -0.23648 0.68712  0.06
12 C -2.09662 -1.53961 1.43422  -0.15
13 C -3.36949 -2.04909 1.57016  0.04
14 C -4.42745 -1.32639 1.04426  -0.01
15 C -4.17456 -0.12380 0.40048  -0.02
16 C -2.86864 0.31243 0.29158  -0.07
17 N -1.85197 -0.38662 0.79931  0.05
18 H 1.62394 -2.89030 2.34405  0.14
19 H 1.55814 -1.53830 3.46623  0.15
20 H 4.21841 -1.95836 2.57990  0.13
21 H 5.84002 -0.79180 1.09100  0.12
22 H 4.95265 0.67021 -0.73980  0.12
23 H 2.50290 0.98767 -0.91208  0.11
24 H -3.49315 -2.98961 2.08889  0.13
25 H -5.44151 -1.69094 1.14053  0.12
26 H -4.97471 0.47777 -0.00591  0.12
27 H -2.62077 1.24501 -0.19765  0.12
28 Br -2.11365 -4.51705 -4.48429  0.80
29 C -1.54908 -2.99533 -3.53890  -0.69
30 C -0.93321 -3.14239 -2.30787  -0.09
31 C -0.51675 -2.01165 -1.62185  -0.01
32 C -0.71603 -0.75036 -2.16289  -0.24
33 C -1.33603 -0.60981 -3.39769  -0.01
34 C -1.75349 -1.73637 -4.08693  -0.10
35 N -0.24331 0.36242 -1.37614  0.07
36 C -0.17277 1.52841 -1.85538  -0.05
37 C 0.33761 2.65849 -1.03876  -0.25
38 C 0.47017 3.90773 -1.61048  0.01
39 C 1.02351 4.92371 -0.83534  -0.02
40 C 1.42923 4.61921 0.44707  -0.01
41 C 1.25164 3.32629 0.93084  -0.08
42 N 0.69259 2.36100 0.21115  0.09
43 H -0.77564 -4.12551 -1.88699  0.11
44 H -0.01952 -2.12073 -0.66567  0.10
45 H -1.52654 0.35927 -3.83841  0.11
46 H -2.24009 -1.63723 -5.04701  0.11
47 H -0.43493 1.75979 -2.88704  0.13
48 H 0.16101 4.08351 -2.63206  0.12
49 H 1.14028 5.92089 -1.23728  0.12
50 H 1.87233 5.36774 1.08890  0.12
51 H 1.56156 3.06439 1.93391  0.12
52 F -0.87950 2.08990 2.21020  0.08
53 C -0.27764 0.88837 2.39562  -0.56
54 F 0.89715 1.12608 3.03976  0.09
55 F -1.07167 0.28541 3.29136  0.12

# 3
Below is a 2-piece molecular cluster, C25H33BO4S2 overall, with properties calculated with ωB97M-V/def2-TZVPD.

As for the charge: 0. The highest occupied orbital energy is -6.10 eV.

Each line ends with the Löwdin charge.
Cartesian coordinates (Å):
1 C -5.35415 -4.29654 -2.22959  -0.03
2 O -4.07132 -4.05187 -2.86124  -0.06
3 C -3.57614 -2.79203 -2.98366  -0.21
4 C -2.33447 -2.66365 -3.66471  0.03
5 C -1.68869 -1.45118 -3.71173  0.00
6 C -2.24501 -0.31904 -3.05332  -0.20
7 C -1.43623 0.84600 -2.81932  0.00
8 O -1.99803 1.97298 -2.47190  -0.04
9 C -1.63416 3.21940 -3.10470  0.02
10 C -3.58098 -0.40593 -2.56747  0.03
11 C -4.23224 -1.62315 -2.52107  0.02
12 H -5.45621 -5.38237 -2.29401  0.10
13 H -5.35993 -3.98064 -1.17504  0.10
14 H -6.17674 -3.80822 -2.77446  0.10
15 H -1.91990 -3.55743 -4.12695  0.13
16 H -0.72743 -1.33006 -4.21100  0.13
17 H -0.36967 0.87162 -3.09915  0.17
18 H -2.38795 3.93326 -2.76990  0.11
19 H -0.63476 3.54279 -2.78431  0.10
20 H -1.67043 3.12112 -4.19832  0.11
21 H -4.05443 0.48705 -2.16103  0.14
22 H -5.24874 -1.69709 -2.12395  0.12
23 C 5.85725 0.44225 4.72423  -0.14
24 C 4.49879 0.32380 4.15668  -0.61
25 C 3.32646 0.08915 4.84739  -0.15
26 C 2.15486 0.13077 4.01381  -0.14
27 C 2.46176 0.41191 2.70299  -0.38
28 B 1.40475 0.46350 1.44153  -1.07
29 C 0.96028 2.01878 1.27961  -0.37
30 C 0.00898 2.72684 1.97448  -0.13
31 C -0.06649 4.09871 1.54573  -0.15
32 C 0.82171 4.40767 0.53526  -0.63
33 C 1.11707 5.72513 -0.06490  -0.14
34 S 1.68695 2.98381 0.03789  1.05
35 O 2.05840 -0.06516 0.29227  0.01
36 C 1.48457 -1.35442 0.13394  -0.46
37 C 1.54680 -1.69436 -1.34924  -0.01
38 C 2.31140 -2.36952 0.92055  -0.01
39 C 0.01197 -1.14064 0.79013  -0.47
40 C -0.89446 -0.39771 -0.17458  -0.01
41 C -0.67680 -2.39508 1.31112  -0.01
42 O 0.28189 -0.29706 1.88934  0.05
43 S 4.17555 0.52781 2.45243  1.06
44 H 5.80304 0.24376 5.79733  0.07
45 H 6.53932 -0.27277 4.25412  0.07
46 H 6.24756 1.45360 4.56368  0.07
47 H 3.29838 -0.09126 5.91851  0.09
48 H 1.14539 -0.00774 4.38826  0.10
49 H -0.60299 2.31661 2.77159  0.11
50 H -0.74168 4.83150 1.97655  0.10
51 H 0.39699 6.46426 0.28906  0.07
52 H 2.12522 6.05794 0.21195  0.08
53 H 1.06428 5.66297 -1.15721  0.06
54 H 1.01941 -2.63271 -1.55366  0.08
55 H 1.12236 -0.89698 -1.96475  0.06
56 H 2.59544 -1.82028 -1.64532  0.09
57 H 1.95562 -3.38679 0.71228  0.08
58 H 3.36184 -2.30625 0.61304  0.09
59 H 2.26732 -2.18579 2.00034  0.09
60 H -1.26792 -1.07085 -0.95283  0.07
61 H -1.75906 0.03717 0.34682  0.11
62 H -0.37027 0.44194 -0.65303  0.08
63 H -0.89230 -3.08539 0.48761  0.08
64 H -0.05521 -2.89999 2.05548  0.09
65 H -1.62681 -2.12416 1.78633  0.09

# 4
Below is a 5-piece molecular cluster, C11H31NO5 overall, with properties calculated with ωB97M-V/def2-TZVPD.

As for the charge: 0. For the energy above the lowest of the compared OMol25 structures with the same formula, charge and spin, the calculation gives 0.000 eV. The structure (SMILES) is CC1(C)CCCC(C)(C)N1O.CO.CO.O.O. The highest occupied orbital energy is -8.99 eV.

Each line ends with the Löwdin charge.
Cartesian coordinates (Å):
1 C -0.11228 1.52370 -1.98447  -0.02
2 C -1.25616 1.47030 -0.95965  -0.51
3 C -1.96048 2.83092 -0.91227  -0.03
4 C -2.25524 0.39594 -1.44097  -0.13
5 C -3.23880 0.03676 -0.34749  -0.17
6 C -2.49696 -0.47148 0.89771  -0.13
7 C -1.48082 0.54433 1.41534  -0.51
8 C -2.23748 1.69377 2.12658  -0.02
9 C -0.57157 -0.19295 2.40840  -0.02
10 N -0.65500 1.01615 0.30550  -0.10
11 O 0.33225 1.92363 0.75270  -0.04
12 H 0.68528 2.19298 -1.65918  0.08
13 H 0.28944 0.51726 -2.09820  0.08
14 H -0.47827 1.91456 -2.93343  0.09
15 H -2.03447 3.24317 -1.91884  0.09
16 H -2.96132 2.79113 -0.48292  0.07
17 H -1.42322 3.59420 -0.33756  0.08
18 H -2.76247 0.79382 -2.32482  0.13
19 H -1.70916 -0.46565 -1.82897  0.11
20 H -3.88586 0.87652 -0.08185  0.10
21 H -3.94246 -0.74168 -0.65641  0.11
22 H -1.98530 -1.38820 0.59359  0.11
23 H -3.19726 -0.73830 1.68762  0.12
24 H -2.91877 2.19168 1.43388  0.06
25 H -1.58563 2.45926 2.55041  0.08
26 H -2.86366 1.29045 2.92300  0.09
27 H 0.13332 -0.73662 1.76748  0.07
28 H -1.07572 -0.87261 3.08612  0.09
29 H 0.09420 0.47674 2.95882  0.09
30 H -0.15091 2.71857 1.04364  0.09
31 C 0.34438 -2.65044 -0.81082  -0.15
32 O 0.66227 -3.19071 -2.08163  -0.12
33 H 1.08036 -1.88763 -0.52885  0.06
34 H -0.56199 -2.07572 -0.96643  0.05
35 H 0.33832 -3.39129 -0.01474  0.09
36 H 1.47874 -3.69473 -2.04034  0.08
37 C 3.41320 -0.00879 -0.23711  -0.13
38 O 2.51939 -0.00612 0.87282  -0.16
39 H 2.95583 -0.55946 -1.06564  0.07
40 H 3.68583 0.99919 -0.55034  0.08
41 H 4.28048 -0.59697 0.05710  0.07
42 H 1.68483 0.40989 0.61240  0.04
43 O 5.17293 -2.74418 -1.89532  -0.06
44 H 5.72907 -2.09465 -1.45091  0.03
45 H 5.59127 -2.87945 -2.75324  0.03
46 O 3.02369 -2.52826 2.14449  -0.08
47 H 3.49375 -2.33392 2.96147  0.03
48 H 2.81241 -1.65514 1.76331  -0.01